{"formula": "C38H99N3O14", "method": "ωB97M-V/def2-TZVPD", "elements": ["C", "C", "O", "O", "H", "H", "H", "H", "H", "H", "C", "O", "C", "C", "N", "C", "C", "O", "C", "H", "H", "H", "H", "H", "H", "H", "H", "H", "H", "H", "H", "H", "H", "H", "C", "O", "C", "C", "N", "C", "C", "O", "C", "H", "H", "H", "H", "H", "H", "H", "H", "H", "H", "H", "H", "H", "H", "H", "C", "O", "C", "C", "N", "C", "C", "O", "C", "H", "H", "H", "H", "H", "H", "H", "H", "H", "H", "H", "H", "H", "H", "H", "C", "C", "C", "O", "H", "H", "H", "H", "H", "H", "H", "H", "C", "C", "C", "O", "H", "H", "H", "H", "H", "H", "H", "H", "C", "C", "C", "O", "H", "H", "H", "H", "H", "H", "H", "H", "C", "C", "C", "O", "H", "H", "H", "H", "H", "H", "H", "H", "C", "C", "C", "O", "H", "H", "H", "H", "H", "H", "H", "H", "C", "C", "C", "O", "H", "H", "H", "H", "H", "H", "H", "H"], "xyz": [[1.5481, 0.3206, -0.1672], [0.0475, 0.3511, 0.1249], [-0.2933, 1.4558, 0.9250], [1.8117, 1.5287, -0.9207], [1.9259, -0.4683, -0.8176], [2.2693, 0.2345, 0.6455], [-0.0462, -0.6275, 0.5957], [-0.5816, 0.3293, -0.7650], [0.5394, 1.6723, 1.3509], [2.6659, 1.8490, -0.6218], [-13.8759, -9.9088, 1.0727], [-13.0743, -9.1032, 0.2493], [-13.7807, -7.9494, 0.0015], [-12.8573, -6.9668, -0.7182], [-12.0131, -6.1190, 0.1479], [-11.0893, -7.0438, 0.9036], [-10.0166, -6.3296, 1.6736], [-9.5699, -5.1799, 0.9229], [-8.5316, -4.4528, 1.6486], [-14.3225, -9.4310, 1.9447], [-13.2956, -10.7658, 1.4147], [-14.7280, -10.2798, 0.5031], [-14.1915, -7.4065, 0.8527], [-14.6446, -8.1433, -0.6344], [-13.6707, -6.4282, -1.2044], [-12.2895, -7.4289, -1.5257], [-12.7120, -5.7518, 0.7779], [-10.5281, -7.6924, 0.2310], [-11.5249, -7.8453, 1.5002], [-9.2910, -7.1368, 1.7737], [-10.3184, -5.9184, 2.6369], [-7.7112, -5.1666, 1.7219], [-8.8202, -4.1433, 2.6531], [-8.1107, -3.6953, 0.9874], [-5.0779, 8.7713, -5.4762], [-4.2081, 8.6747, -4.3018], [-3.8104, 7.2753, -4.2110], [-2.5346, 6.9262, -4.9541], [-2.7598, 6.7457, -6.4194], [-1.4688, 6.6392, -7.1519], [-1.6141, 6.9891, -8.6712], [-2.1999, 8.3007, -8.8090], [-2.0974, 8.8708, -10.1331], [-4.7571, 9.0565, -6.4781], [-5.8262, 9.5311, -5.2506], [-5.7696, 7.9290, -5.4706], [-4.6071, 6.6006, -4.5245], [-3.5362, 7.0852, -3.1734], [-2.2448, 5.9810, -4.4949], [-1.6655, 7.5361, -4.7076], [-3.4906, 7.2835, -6.8629], [-0.9854, 5.6631, -7.1121], [-0.6763, 7.2601, -6.7339], [-2.1981, 6.2303, -9.1922], [-0.6107, 6.9604, -9.0959], [-2.7757, 9.7105, -10.2840], [-2.2956, 8.0824, -10.8593], [-1.1051, 9.2889, -10.3023], [-1.9732, -10.4199, 10.4511], [-0.9546, -9.6798, 11.1153], [-1.4968, -8.4628, 11.6903], [-0.2303, -7.7809, 12.2185], [0.4828, -6.9766, 11.2684], [0.6308, -7.5945, 9.9529], [1.4171, -6.7017, 8.9815], [1.0464, -7.2053, 7.7018], [1.5103, -6.4310, 6.6474], [-1.5673, -11.3632, 10.0858], [-2.3482, -9.8049, 9.6330], [-2.8536, -10.7815, 10.9824], [-2.2523, -8.5859, 12.4663], [-2.0469, -8.0292, 10.8551], [0.4192, -8.5101, 12.7029], [-0.4896, -7.0568, 12.9909], [1.4119, -6.8383, 11.6396], [-0.2873, -7.9869, 9.5155], [1.1413, -8.5563, 10.0035], [2.4834, -6.9196, 9.0428], [1.2647, -5.6235, 9.0310], [2.5791, -6.6248, 6.5571], [1.4240, -5.3554, 6.8015], [1.0763, -6.7475, 5.6990], [9.6909, 2.5069, 2.4572], [9.1468, 1.9230, 1.2340], [9.1584, 0.3763, 1.1105], [7.8823, 2.5287, 0.9680], [9.3656, 1.9741, 3.3508], [9.5058, 3.5760, 2.5609], [10.7491, 2.2538, 2.3914], [9.7590, 2.2743, 0.4034], [8.7153, -0.2314, 1.8994], [10.1860, 0.0404, 0.9714], [8.7515, -0.0070, 0.1747], [7.9966, 3.4675, 1.1325], [5.8929, 10.5690, 1.5107], [5.4563, 9.1879, 1.2168], [4.1387, 9.0663, 0.3388], [6.4988, 8.5651, 0.5846], [6.7015, 10.3443, 2.2062], [5.0240, 11.0281, 1.9822], [6.1341, 11.1418, 0.6152], [5.2796, 8.6529, 2.1498], [4.1736, 9.5810, -0.6214], [3.3704, 9.6544, 0.8408], [3.7874, 8.0443, 0.1964], [6.3899, 8.9278, -0.2975], [3.5608, -0.9281, -8.9218], [3.8396, -0.9626, -7.4705], [4.6351, -2.1919, -7.0717], [4.5390, 0.1071, -6.8817], [3.2873, 0.0785, -9.2381], [2.6058, -1.4309, -9.0748], [4.4110, -1.3436, -9.4627], [2.9174, -1.0991, -6.9057], [4.6144, -2.3278, -5.9904], [5.6895, -2.1195, -7.3386], [4.1161, -2.9657, -7.6373], [4.0812, 0.2586, -6.0516], [-1.7184, -6.1810, -2.3309], [-0.5398, -6.6850, -3.2342], [-0.7803, -7.7931, -4.3215], [-0.0411, -5.5520, -3.9432], [-2.4617, -6.9051, -2.6644], [-2.0391, -5.1636, -2.5550], [-1.4159, -6.3167, -1.2926], [0.2975, -6.9826, -2.6029], [0.2832, -7.8076, -4.5598], [-1.2919, -7.3918, -5.1963], [-1.0986, -8.7225, -3.8493], [-0.7977, -5.1856, -4.4068], [4.8838, 1.5491, 7.3193], [3.7036, 2.2187, 6.6958], [3.4683, 3.5562, 7.4568], [3.9012, 2.5623, 5.4183], [4.5551, 1.0542, 8.2332], [5.6318, 2.2997, 7.5747], [5.2680, 0.7924, 6.6353], [2.8522, 1.5382, 6.6800], [2.5868, 4.0524, 7.0509], [4.1613, 4.3921, 7.3613], [3.3100, 3.2886, 8.5015], [4.7838, 2.4732, 5.0511], [6.9069, 7.1118, -5.8638], [7.1137, 8.5784, -6.1408], [5.8046, 9.1101, -6.7293], [7.4091, 9.2791, -4.9585], [6.1450, 6.9535, -5.1005], [7.8091, 6.6366, -5.4786], [6.6718, 6.4719, -6.7143], [8.0325, 8.6368, -6.7243], [4.9643, 9.2215, -6.0440], [5.5498, 8.4003, -7.5163], [5.9265, 10.1063, -7.1547], [7.1208, 10.1687, -5.1753]], "atomic_forces_ev_per_a": [[0.36, 1.20, -2.18], [1.32, -1.34, 0.18], [0.10, -0.42, 0.06], [0.49, 0.06, 0.54], [-0.90, -0.68, -0.10], [-0.66, 0.31, 0.91], [-0.92, -0.13, 0.65], [0.33, 0.24, -0.14], [-0.16, 0.51, 0.35], [0.06, 0.26, -0.25], [-0.11, -1.40, -0.03], [-0.39, -0.71, 1.56], [1.00, 1.16, -1.56], [-1.22, 0.26, -0.23], [-0.15, -2.25, -0.10], [-0.11, 0.61, -0.77], [-0.18, 1.34, -0.43], [0.72, 0.04, 0.94], [0.04, -1.95, -1.34], [0.37, 0.54, 0.15], [0.04, 0.04, -0.06], [-0.17, -0.21, -0.20], [0.13, -0.30, 0.77], [-0.25, -0.31, -0.27], [0.60, 1.24, -0.37], [0.15, -0.19, 0.24], [0.32, 0.49, 0.62], [-0.24, 0.45, -0.97], [-0.62, 0.45, 0.56], [0.84, 0.45, 0.51], [-0.20, -0.43, 0.36], [0.32, -0.06, 0.54], [-0.23, 0.33, -0.17], [-0.67, 0.41, 0.25], [-1.71, 0.94, 1.79], [-0.59, -1.56, -2.24], [1.36, 1.16, 0.58], [-0.97, -0.64, -1.27], [2.04, -0.89, 0.80], [-1.16, 0.80, -1.26], [0.07, 0.59, 1.08], [0.05, -0.02, -0.40], [0.33, -0.74, 0.67], [1.10, -0.47, 0.20], [0.28, 0.64, 0.26], [0.48, -0.58, -0.51], [-0.10, 0.08, 0.09], [-0.50, 0.19, 0.25], [-0.01, -0.59, -0.34], [-0.22, 0.83, -0.17], [0.59, 0.36, 0.18], [-0.58, -0.57, 0.10], [-0.19, 0.71, 0.19], [-0.35, 0.02, -0.04], [0.19, 0.15, -0.14], [-0.35, -0.30, 0.45], [-0.06, 0.13, -0.28], [0.31, -0.23, 0.02], [0.38, -0.21, -0.63], [-1.73, -0.81, 0.99], [1.41, -0.83, -0.71], [-1.08, 1.02, 0.83], [0.05, 0.05, -1.48], [0.86, -0.14, 0.03], [-0.32, -1.44, -0.79], [-1.18, 0.24, 0.03], [1.27, -0.24, -0.34], [0.48, 0.32, -0.31], [-0.08, -0.13, -0.39], [0.00, 0.60, 1.01], [0.21, -0.62, 0.33], [0.27, 1.03, 0.04], [-0.23, -0.57, -0.09], [-0.35, -0.20, 0.39], [0.12, 0.24, 0.01], [-0.40, 1.11, -0.01], [0.67, -0.17, 0.20], [0.37, 0.32, 0.55], [-0.36, 0.04, 0.33], [0.47, 0.15, -0.25], [-0.47, 0.15, 0.03], [-0.36, 0.07, 0.23], [1.38, -1.01, 1.51], [-0.81, -0.19, -2.06], [0.15, 0.16, -0.38], [-0.99, -0.84, -0.02], [-0.41, 0.20, 0.13], [0.25, -0.07, -0.09], [0.39, 0.64, 0.40], [0.48, -0.17, -0.18], [-0.09, 0.45, 0.30], [0.32, 0.22, 0.54], [-0.59, 0.57, -0.10], [-0.12, 0.04, -0.06], [-1.13, 0.19, 0.83], [-2.62, -0.65, -0.89], [0.35, 0.85, 1.17], [1.16, -1.28, -1.26], [0.28, 1.18, -0.08], [0.36, 0.60, 0.43], [0.38, -0.11, 0.11], [-0.12, 0.00, 0.12], [0.66, -0.16, -0.28], [-0.30, -0.29, 0.29], [0.20, 0.04, 0.09], [0.79, -0.38, -0.54], [-0.56, 0.98, -0.42], [0.50, -1.39, 2.34], [-0.38, -0.34, -0.58], [-0.10, 1.55, -0.23], [0.58, 0.22, -0.15], [0.38, -0.72, -0.32], [-0.34, 0.10, -0.43], [-0.52, 0.31, -0.24], [-0.26, -0.27, -0.08], [-0.08, 0.05, -0.40], [0.49, -0.87, 0.46], [0.29, 0.36, 0.05], [0.71, -1.89, -1.13], [-0.62, 1.38, -0.24], [1.49, 1.43, 1.81], [0.53, 0.23, -0.18], [-0.86, 0.31, 0.90], [0.18, -0.12, 0.07], [-0.51, 0.17, 0.01], [-0.09, -0.24, 0.01], [-0.10, -1.03, -0.82], [-0.49, -0.39, 0.28], [-0.26, -0.03, -0.56], [0.03, 0.20, -0.15], [0.09, -0.61, 0.32], [0.53, 1.43, 2.25], [-1.66, -0.61, 0.24], [0.23, 0.74, -4.33], [0.24, -0.05, 0.10], [0.24, -0.20, -0.11], [0.26, -0.08, 0.10], [-0.38, 0.21, 0.61], [-0.53, -0.36, 0.21], [0.98, -0.79, -0.10], [-0.12, 0.49, 0.21], [0.11, -0.17, 0.47], [0.51, -1.10, 1.00], [-0.78, -0.80, 0.07], [0.74, 0.19, -1.10], [-0.07, 0.30, 0.76], [-0.18, 0.10, -0.03], [0.22, 0.23, 0.26], [-0.26, 0.53, -0.35], [-0.42, 0.37, -1.01], [0.30, -0.55, 0.43], [-0.41, 0.35, -0.20], [0.13, 0.06, -0.31], [0.21, 0.30, 0.50]], "mulliken_charge": [-0.642, -0.260, -0.461, -0.501, 0.335, 0.371, 0.227, 0.293, 0.333, 0.306, -0.835, -0.298, -0.644, -0.757, -0.288, -0.427, -0.606, -0.295, -0.746, 0.343, 0.253, 0.342, 0.341, 0.554, 0.363, 0.322, 0.255, 0.305, 0.309, 0.307, 0.350, 0.312, 0.276, 0.264, -0.812, -0.366, -0.589, -0.510, -0.273, -0.676, -0.640, -0.311, -0.727, 0.253, 0.309, 0.344, 0.371, 0.357, 0.300, 0.375, 0.335, 0.316, 0.331, 0.360, 0.439, 0.236, 0.311, 0.269, -0.787, -0.332, -0.666, -0.579, -0.447, -0.443, -0.575, -0.275, -0.731, 0.258, 0.320, 0.313, 0.431, 0.417, 0.287, 0.408, 0.245, 0.352, 0.241, 0.317, 0.414, 0.298, 0.292, 0.240, -1.240, 0.614, -1.280, -0.537, 0.292, 0.411, 0.298, 0.112, 0.331, 0.362, 0.343, 0.295, -1.055, 0.218, -1.231, -0.534, 0.295, 0.312, 0.301, 0.312, 0.357, 0.334, 0.331, 0.359, -1.237, 0.516, -1.255, -0.559, 0.342, 0.345, 0.309, 0.216, 0.326, 0.332, 0.340, 0.327, -0.967, 0.184, -1.095, -0.541, 0.296, 0.273, 0.246, 0.327, 0.300, 0.312, 0.354, 0.311, -1.409, 0.583, -1.271, -0.539, 0.370, 0.344, 0.407, 0.201, 0.350, 0.324, 0.346, 0.295, -1.409, 0.578, -1.243, -0.530, 0.332, 0.341, 0.383, 0.152, 0.358, 0.336, 0.383, 0.318], "homo_lumo_gap_ev": 8.70, "e_above_lowest_kj_mol": 718.0, "max_force_ev_per_a": 4.4, "smiles": "COCCNCCOC.COCCNCCOC.COCCNCCOC.CC(C)O.CC(C)O.CC(C)O.CC(C)O.CC(C)O.CC(C)O.OCCO", "homo_energy_ev": -8.40, "e_lumo_ev": 0.3}


{"formula": "C20H47NOP3V", "method": "ωB97M-V/def2-TZVPD", "elements": ["V", "P", "P", "N", "C", "H", "H", "C", "H", "H", "C", "H", "H", "C", "H", "H", "C", "C", "H", "H", "H", "C", "C", "H", "H", "H", "C", "C", "H", "H", "H", "C", "C", "H", "H", "H", "C", "O", "C", "H", "H", "H", "C", "H", "H", "H", "C", "H", "H", "H", "C", "H", "H", "H", "H", "H", "H", "H", "H", "H", "C", "P", "C", "C", "H", "H", "H", "H", "H", "H", "H", "H", "H"], "xyz": [[-0.2331, -0.0941, -0.3766], [0.4430, 1.9019, -1.5162], [-0.6099, -2.3821, 0.2268], [-0.5444, -0.7611, -2.2036], [0.2419, 1.3360, -3.2618], [-0.1738, 2.1301, -3.8944], [1.2337, 1.0798, -3.6582], [-0.6519, 0.1085, -3.3580], [-1.7197, 0.3881, -3.5113], [-0.3742, -0.4533, -4.2745], [-1.1749, -2.0326, -2.4876], [-0.8474, -2.3980, -3.4839], [-2.2751, -1.8859, -2.5895], [-0.8449, -3.1021, -1.4559], [0.0895, -3.5982, -1.7525], [-1.6392, -3.8594, -1.4606], [-2.2782, -2.8009, 0.9817], [-2.5606, -2.0333, 2.2718], [-3.5519, -2.3319, 2.6414], [-2.5940, -0.9486, 2.1093], [-1.8320, -2.2650, 3.0595], [0.7188, -3.4939, 0.8908], [0.9740, -3.2558, 2.3771], [1.7852, -3.9198, 2.7060], [0.0954, -3.4889, 2.9933], [1.2942, -2.2266, 2.5770], [2.1984, 2.5016, -1.5502], [2.5772, 3.2318, -0.2639], [3.6305, 3.5374, -0.3294], [2.4794, 2.5859, 0.6164], [1.9842, 4.1438, -0.1126], [-0.7621, 3.3421, -1.5146], [-1.1127, 3.8273, -0.1093], [-1.8223, 4.6620, -0.1988], [-0.2333, 4.1992, 0.4322], [-1.6085, 3.0494, 0.4852], [-1.9396, 0.5482, 0.1637], [-3.0204, 0.9359, 0.4581], [0.5719, -4.9911, 0.5884], [-0.2518, -5.4484, 1.1431], [0.4407, -5.2022, -0.4755], [1.4980, -5.4895, 0.9068], [2.6226, 3.3045, -2.7872], [3.7096, 3.4559, -2.7315], [2.4162, 2.7850, -3.7260], [2.1567, 4.2930, -2.8210], [-0.3730, 4.5231, -2.4090], [-1.2352, 5.2056, -2.4555], [0.4674, 5.0935, -1.9912], [-0.1418, 4.2277, -3.4388], [-2.5528, -4.2952, 1.1753], [-1.9602, -4.7169, 1.9983], [-3.6127, -4.4072, 1.4499], [-2.3926, -4.8857, 0.2659], [-2.9702, -2.4227, 0.2064], [-1.6661, 2.8711, -1.9433], [1.5933, -3.1244, 0.3249], [2.7410, 1.5392, -1.5757], [1.0880, -0.7713, -1.2322], [1.3926, -0.4947, -0.3844], [2.3445, 0.4326, 2.4971], [0.5693, 0.6897, 2.0510], [-0.2112, -0.0007, 3.5785], [0.3933, 2.4528, 2.5802], [2.5923, -0.6321, 2.4528], [2.5237, 0.8029, 3.5166], [2.9893, 0.9748, 1.7992], [0.2244, 0.4763, 4.4670], [-0.0702, -1.0846, 3.6620], [-1.2840, 0.2196, 3.5732], [0.7393, 2.5661, 3.6165], [0.9694, 3.1351, 1.9447], [-0.6627, 2.7409, 2.5469]], "atomic_forces_ev_per_a": [[0.40, 0.62, 1.79], [-0.29, 1.30, -1.29], [-1.01, -1.56, -0.12], [-0.17, -0.11, -0.48], [0.03, -0.18, -0.20], [0.26, -0.06, 0.16], [-0.20, 0.06, 0.17], [-0.34, -0.32, -0.44], [0.37, 0.06, 0.12], [-0.12, 0.21, 0.28], [-0.27, -0.01, -0.59], [-0.15, 0.10, 0.33], [0.33, -0.10, 0.20], [0.06, -0.03, -0.29], [-0.19, 0.15, 0.13], [0.30, 0.05, 0.12], [0.32, 0.11, -0.08], [-0.28, 0.01, 0.12], [0.23, 0.11, -0.01], [0.12, -0.36, 0.13], [-0.22, 0.06, -0.21], [0.00, 0.16, -0.08], [0.29, -0.13, 0.15], [-0.17, 0.17, 0.01], [0.17, 0.07, -0.16], [-0.17, -0.28, -0.03], [-0.08, -0.15, 0.04], [0.34, 0.07, 0.06], [-0.22, -0.03, 0.09], [-0.05, 0.22, -0.24], [0.10, -0.22, -0.04], [0.22, -0.25, 0.07], [-0.24, 0.18, 0.05], [0.16, -0.16, 0.10], [-0.25, -0.09, -0.15], [0.27, 0.26, -0.12], [-6.10, 1.97, 1.14], [4.13, -1.42, -0.98], [0.17, -0.09, 0.14], [0.23, 0.10, -0.14], [-0.03, 0.02, 0.18], [-0.20, 0.07, -0.09], [0.22, 0.08, 0.07], [-0.22, -0.02, -0.05], [-0.01, 0.12, 0.14], [0.15, -0.25, -0.01], [-0.29, 0.20, -0.01], [0.25, -0.13, -0.02], [-0.23, -0.18, -0.11], [0.06, 0.08, 0.25], [-0.35, -0.01, 0.08], [-0.16, 0.14, -0.24], [0.28, -0.04, -0.06], [0.06, 0.10, 0.25], [0.21, -0.08, 0.16], [0.24, 0.07, 0.10], [-0.14, -0.11, 0.17], [-0.05, 0.24, 0.03], [1.24, 0.19, 1.17], [1.00, -0.93, -1.64], [-0.15, 0.00, -0.10], [0.27, 0.29, 0.87], [-0.11, -0.22, -0.05], [-0.02, 0.14, -0.21], [0.06, 0.20, -0.02], [-0.04, -0.11, -0.29], [-0.03, -0.16, 0.12], [0.00, -0.08, -0.30], [-0.11, 0.35, -0.04], [0.18, -0.09, -0.01], [-0.01, -0.14, -0.27], [-0.24, -0.20, 0.18], [0.19, -0.02, -0.04]], "mulliken_charge": [-0.922, 1.703, 1.706, 0.113, -1.087, 0.272, 0.476, -1.191, 0.289, 0.465, -1.186, 0.461, 0.294, -1.104, 0.481, 0.277, 0.218, -0.983, 0.549, -0.060, 0.149, 0.341, -0.901, 0.543, 0.213, -0.264, 0.322, -0.907, 0.540, -0.260, 0.212, 0.224, -0.979, 0.539, 0.153, -0.058, 0.097, -0.440, -1.520, 0.239, 0.311, 0.489, -1.508, 0.494, 0.310, 0.235, -1.751, 0.499, 0.287, 0.317, -1.766, 0.287, 0.501, 0.315, 0.458, 0.470, 0.445, 0.440, 0.203, -0.142, -1.513, 1.399, -1.177, -1.193, 0.382, 0.460, 0.384, 0.586, 0.229, 0.361, 0.580, 0.233, 0.362], "homo_lumo_gap_ev": [8.14, 7.34], "max_force_ev_per_a": 6.5, "s2": 3.78, "multiplicity": 4, "charge": 1, "homo_energy_ev": [-10.08, -10.82], "e_lumo_ev": [-1.9, -3.5]}


E_tot? In order: -74134.5699, -78588.3756 eV.